No. 1
# C14H16AlN4O6S

A structure of composition C14H16AlN4O6S at a distorted geometry (the ωB97M-V functional and the def2-TZVPD basis, OMol25).

Positions of all 42 atoms, in Å:
Al -2.4635 -16.6875 -1.1306
O -1.6213 -15.6767 -2.4628
C -0.8100 -14.7818 -2.1550
C -0.5500 -14.2601 -0.8554
C 0.5146 -13.3974 -0.7379
C 0.8812 -13.0172 0.5164
C 0.1337 -13.3506 1.6322
C -1.0093 -14.0976 1.5552
C -1.3315 -14.6367 0.2833
O -2.3073 -15.4532 0.1682
N 2.0532 -12.1257 0.6437
O 2.5739 -11.9435 1.7388
O 2.4020 -11.5959 -0.3830
H -0.1963 -14.4569 -3.0262
H 1.0976 -13.0972 -1.5548
H 0.3926 -12.9718 2.6293
H -1.5894 -14.3437 2.4245
S -3.8024 -21.8341 -4.8937
C -5.2459 -22.7181 -4.5796
C -6.0871 -21.9955 -3.7839
N -5.6338 -20.7268 -3.5093
C -4.4948 -20.5090 -4.0542
H -5.3324 -23.7391 -4.9129
H -7.1208 -22.1872 -3.4802
H -3.9793 -19.5145 -4.0564
C -1.2826 -19.8261 -1.6895
C -1.5799 -18.4016 -1.3908
O -0.8319 -17.7025 -0.6289
H -0.5856 -20.2683 -1.0341
H -1.0064 -19.9352 -2.7414
H -2.2401 -20.3425 -1.6949
C -5.5900 -16.6266 -3.7869
N -5.6127 -17.7058 -2.8045
C -5.0422 -17.7247 -1.6128
N -5.1926 -18.7719 -0.8129
O -4.2857 -16.7482 -1.2340
H -6.2744 -15.8184 -3.5386
H -5.8552 -17.0791 -4.7438
H -4.5914 -16.2165 -3.7941
H -6.2776 -18.4307 -2.9997
H -5.7319 -19.5685 -1.1235
H -5.0674 -18.5709 0.1524

Atoms 1-2, force components in eV/Å:
Al 0.3 0.4 0.1
O -1.2 -0.7 0.4

Its multiplicity is 1. The value obtained for the molar mass is 395.35 g mol⁻¹. For the LUMO energy, the calculation gives -0.137 hartree. Its maximum force is 2.12 eV/A. The net charge is +1.


No. 2
# C14H16AuBClN8O2

A structure of composition C14H16AuBClN8O2 at a distorted geometry (the ωB97M-V functional and the def2-TZVPD basis, OMol25).

Positions of all 43 atoms, in Å:
Au 0.2346 -0.6695 -0.2400
N -0.1658 3.5404 -1.8573
C 0.6716 3.3412 -2.9368
C 0.0420 2.2197 -3.6194
N -0.9919 1.7333 -2.9024
C -1.0205 2.3943 -1.7995
C -1.8252 2.2485 -0.5630
N -2.0185 1.2231 0.1850
C -2.9527 1.5707 1.1173
C -3.2979 2.8620 0.8681
N -2.5785 3.3086 -0.1738
H 0.1120 4.0426 -1.0212
H 1.2614 4.1232 -3.3877
H 0.4746 1.8029 -4.5492
H -3.1825 0.8292 1.8579
H -4.0295 3.3988 1.3911
H -2.8365 4.1211 -0.7411
B 0.9170 -3.5649 0.7041
N 1.5604 -2.5796 1.6539
C 1.9008 -2.6200 2.9286
C 2.2074 -1.3586 3.4171
C 1.9413 -0.5138 2.3232
N 1.5737 -1.2785 1.2539
N -0.6001 -3.2412 0.7753
C -1.6530 -3.7741 1.4149
C -2.8105 -3.1177 1.0622
C -2.4331 -2.0943 0.1611
N -1.0589 -2.2382 0.0255
H 1.3423 -3.3405 -0.3677
H 1.1659 -4.7715 1.1358
H 2.1191 -3.5218 3.4087
H 2.6113 -1.0731 4.3597
H 1.9814 0.5999 2.2410
H -1.4752 -4.6573 1.9553
H -3.8181 -3.4022 1.4056
H -2.9924 -1.5163 -0.5230
Cl 4.4778 0.5051 -0.5927
C 3.1506 0.3913 -1.8031
C 2.1377 1.4271 -1.5114
O 2.2596 2.5646 -2.1933
O 1.2852 1.2104 -0.6250
H 2.6761 -0.5859 -1.5483
H 3.6367 0.4610 -2.6891

Atoms 1-2, force components in eV/Å:
Au -0.4 0.6 -0.2
N -0.2 -1.0 -0.2

Its multiplicity is 3. Its energy above the lowest of the compared OMol25 structures with the same formula, charge and spin is 172.6 kJ/mol. The value obtained for the molar mass is 571.57 g mol⁻¹. For the LUMO energy (alpha / beta), the calculation gives -0.106 / -0.200 hartree. Its maximum force is 3.96 eV/A. The net charge is +1.


No. 3
# C14H16BFNO4

The ion C14H16BFNO4 with charge +1 at a distorted geometry (the ωB97M-V functional and the def2-TZVPD basis, OMol25).

Positions of all 37 atoms, in Å:
O 5.5101 -1.6847 -0.4210
C 4.3952 -1.6406 -0.0309
O 4.1157 -2.0992 1.2051
C 3.2914 -1.0676 -0.9056
C 1.9460 -1.8375 -0.8434
C 0.6823 -1.0418 -0.5708
C -0.4087 -1.3686 -1.4090
C -1.6359 -0.7867 -1.3114
C -1.8719 0.1977 -0.3360
C -3.1345 0.8344 -0.1922
B -4.3895 0.4333 -1.0823
O -4.9401 -0.8144 -0.9417
O -4.9679 1.3113 -1.9242
C -3.2673 1.8120 0.7495
N -2.2190 2.1395 1.5541
C -1.0361 1.5488 1.4702
C -0.7908 0.5548 0.5154
C 0.4939 -0.0834 0.4000
C 1.5738 0.3498 1.3697
C 2.1492 1.7379 1.0132
F 1.7228 2.6806 1.9254
H 3.1694 -2.1997 1.3547
H 3.1607 -0.0066 -0.7348
H 3.6958 -1.1575 -1.9036
H 2.0088 -2.6951 -0.1777
H 1.8024 -2.2724 -1.8253
H -0.2572 -2.1171 -2.1714
H -2.4474 -1.0600 -1.9664
H -4.3715 -1.4358 -0.4774
H -5.6342 0.8594 -2.4586
H -4.1941 2.3440 0.8756
H -2.3643 2.8593 2.2493
H -0.2915 1.8938 2.1633
H 2.3639 -0.3731 1.4520
H 1.1185 0.4387 2.3514
H 3.2340 1.7086 1.0021
H 1.7880 2.0375 0.0327

Atoms 1-2, force components in eV/Å:
O 1.1 0.1 -0.3
C -0.3 0.2 -0.2

Its multiplicity is 1. As for the SMILES: O=C(O)CCc1ccc2c(B(O)O)c[nH+]cc2c1CCF. The value obtained for the molar mass is 292.09 g mol⁻¹. For the LUMO energy, the calculation gives -0.173 hartree. Its maximum force is 1.12 eV/A. The net charge is +1.


No. 4
# C14H16BiBrCl2N4O2S

A structure of composition C14H16BiBrCl2N4O2S (the ωB97M-V functional and the def2-TZVPD basis, OMol25).

Positions of all 41 atoms, in Å:
Bi 0.6650 0.3332 0.3335
N 4.1158 1.1804 -0.7438
C 4.1888 0.5418 0.4048
N 5.2585 -0.1623 0.7275
S 2.9096 0.6007 1.6045
H 4.8805 1.1626 -1.4041
H 3.3507 1.8243 -0.9208
H 6.0989 -0.1493 0.1671
H 5.2838 -0.6621 1.6019
N -0.6340 2.1150 3.2103
C -0.3746 0.8280 3.4673
C -0.5205 0.3252 4.7831
C -0.2794 -0.9864 5.0550
C 0.1087 -1.8558 4.0138
C 0.2484 -1.3333 2.7757
N 0.0356 -0.0068 2.4832
H -0.9764 2.6968 3.9550
H -0.6719 2.4775 2.2695
H -0.8390 1.0107 5.5577
H -0.3954 -1.3623 6.0628
H 0.2863 -2.9070 4.1877
H 0.5358 -1.9647 1.9373
Br -2.7698 7.0721 0.2165
C -1.0804 6.3442 -0.1876
C -0.0349 7.1719 -0.5777
C 1.2055 6.6265 -0.8815
C 1.4084 5.2608 -0.8006
C 0.3558 4.4411 -0.3965
C -0.8945 4.9801 -0.0865
C 0.5692 3.0052 -0.2466
O 1.5410 2.3720 -0.7281
O -0.2831 2.3001 0.4521
H -0.1927 8.2401 -0.6454
H 2.0142 7.2769 -1.1866
H 2.3698 4.8281 -1.0431
H -1.7110 4.3339 0.2060
Cl -2.3600 -0.7019 0.2375
C -3.9089 0.1640 -0.0627
Cl -3.7525 1.9041 0.0712
H -4.6049 -0.1895 0.6864
H -4.2265 -0.0932 -1.0642

Atoms 1-2, force components in eV/Å:
Bi 0.0 0.5 -0.1
N -0.1 0.1 -0.1

Its multiplicity is 1. Its energy above the lowest of the compared OMol25 structures with the same formula, charge and spin is 0.0 kJ/mol. The value obtained for the molar mass is 664.17 g mol⁻¹. For the LUMO energy, the calculation gives -0.239 hartree. Its maximum force is 0.57 eV/A. The net charge is +2.


No. 5
# C14H16Br2Cl33IN

A structure of composition C14H16Br2Cl33IN (the ωB97M-V functional and the def2-TZVPD basis, OMol25).

Positions of all 67 atoms, in Å:
C -2.6845 -3.7242 6.0106
C -3.2928 -3.3892 4.6557
Br -4.9669 -2.3993 5.0363
C -2.2078 -2.6687 3.7698
Br -2.9160 -1.1299 2.7436
N -1.6612 -3.4694 2.7389
I -0.3690 -4.8745 3.5408
H -2.8125 -2.8964 6.6996
H -3.1256 -4.5992 6.4784
H -1.6255 -3.8934 5.9010
H -3.5972 -4.2910 4.1487
H -1.4550 -2.2841 4.4498
C 1.5535 -2.0436 5.6178
Cl 1.3916 -1.1039 4.1378
Cl 2.9654 -1.5463 6.5674
Cl 0.0674 -1.9079 6.5501
H 1.6758 -3.0825 5.3364
C 0.3945 2.3554 2.2194
Cl -1.2579 2.5913 2.7906
Cl 1.5580 2.7457 3.4886
Cl 0.6285 0.7126 1.6300
H 0.5615 3.0345 1.3946
C 2.8547 2.0062 -2.1212
Cl 1.8905 0.5370 -2.2492
Cl 2.8887 2.8796 -3.6539
Cl 2.2467 3.0415 -0.8277
H 3.8693 1.7250 -1.8735
C 1.8229 6.8180 2.3259
Cl 3.2273 7.8857 2.2352
Cl 2.0868 5.3755 1.3412
Cl 1.4582 6.4027 3.9966
H 0.9730 7.3474 1.9184
C -4.8722 0.8654 -0.3908
Cl -4.6583 1.8803 -1.8225
Cl -3.7786 1.3541 0.8925
Cl -6.5516 0.8887 0.1538
H -4.6247 -0.1530 -0.6633
C -6.6767 -4.9224 2.0518
Cl -5.7259 -5.6577 3.3470
Cl -5.8634 -3.5020 1.4052
Cl -7.0347 -6.0945 0.7753
H -7.6163 -4.6027 2.4793
C -1.4969 0.0455 -4.4281
Cl -1.4286 -1.3100 -5.5554
Cl -2.1583 1.4816 -5.2186
Cl -2.4296 -0.3659 -2.9971
H -0.4861 0.2720 -4.1160
C 5.9802 5.4550 -2.0794
Cl 5.1159 5.6909 -0.5627
Cl 6.7772 3.8761 -2.1089
Cl 4.8963 5.6196 -3.4577
H 6.7431 6.2172 -2.1554
C -2.0733 -5.8702 0.2097
Cl -3.3664 -6.0676 1.3727
Cl -1.0322 -7.3005 0.1565
Cl -2.7210 -5.5166 -1.4023
H -1.4753 -5.0238 0.5305
C 6.4024 5.6863 -7.6388
Cl 6.9641 4.9630 -6.1346
Cl 5.2672 6.9983 -7.3147
Cl 7.7590 6.2584 -8.6133
H 5.8820 4.9253 -8.2034
C 2.3479 -2.3379 -7.2255
Cl 1.9844 -1.1744 -5.9539
Cl 3.8518 -1.9201 -8.0524
Cl 2.4226 -3.9746 -6.5759
H 1.5469 -2.3009 -7.9508

Atoms 1-2, force components in eV/Å:
C -0.2 0.1 0.2
C 0.3 0.4 0.3

Its multiplicity is 1. Its energy above the lowest of the compared OMol25 structures with the same formula, charge and spin is 0.0 kJ/mol. The value obtained for the molar mass is 1654.95 g mol⁻¹. For the LUMO energy, the calculation gives 0.050 hartree. Its maximum force is 0.81 eV/A. The net charge is -1.


No. 6
# C14H16BrCaCl5N3O2P

A structure of composition C14H16BrCaCl5N3O2P (the ωB97M-V functional and the def2-TZVPD basis, OMol25).

Positions of all 43 atoms, in Å:
Ca 1.1563 1.2185 -0.0815
Cl 3.2987 0.7389 1.6190
C 3.7108 -0.3267 0.1941
C 2.7820 -0.4144 -0.8152
C 3.1678 -1.2448 -1.8488
Cl 2.0178 -1.4568 -3.1878
C 4.3726 -1.9396 -1.9055
Cl 4.7604 -2.9635 -3.2220
C 5.2718 -1.7863 -0.8421
Cl 6.7685 -2.6109 -0.8644
C 4.9452 -0.9633 0.2426
Cl 6.0261 -0.7744 1.5495
C -4.4320 3.4487 -1.0989
C -3.0144 3.6514 -0.6644
C -2.6058 4.8259 -0.0292
C -1.2839 4.9992 0.3385
C -0.4193 3.9653 0.0304
Br 1.4372 4.1557 0.4519
N -0.7561 2.8262 -0.5439
C -2.0476 2.6821 -0.8814
H -4.7109 4.1888 -1.8494
H -5.1188 3.5556 -0.2597
H -4.5743 2.4619 -1.5350
H -3.3232 5.6107 0.1752
H -0.9345 5.8939 0.8306
H -2.3107 1.7455 -1.3577
N 0.5390 -3.1683 -0.9470
C -0.6810 -2.3220 -0.7136
P -0.5258 -1.6153 0.9969
O 0.4590 -2.5240 1.6649
O -0.3582 -0.1284 0.8853
C -2.0829 -1.9055 1.9720
N -1.6972 -2.8205 3.1102
H 1.0116 -3.2958 -0.0333
H 1.1788 -2.6918 -1.6144
H 0.3088 -4.0802 -1.3403
H -1.5639 -2.9493 -0.8311
H -0.7114 -1.5566 -1.4869
H -2.8949 -2.3642 1.4123
H -2.4373 -0.9652 2.3866
H -1.8418 -2.3850 4.0212
H -0.6741 -3.0150 2.9706
H -2.2124 -3.7006 3.1015

Atoms 1-2, force components in eV/Å:
Ca -0.1 0.3 0.1
Cl 0.1 -0.3 -0.5

Its multiplicity is 1. The value obtained for the molar mass is 586.52 g mol⁻¹. For the LUMO energy, the calculation gives -0.205 hartree. Its maximum force is 0.65 eV/A. The net charge is +2.